[1]
This record from the OMol25 dataset describes a cluster of 13 separate species, C41H68N4O23S2 in total. The level of theory is ωB97M-V with the def2-TZVPD basis set.

- orbital gap (eV) = 8.4

Structure (XYZ):
```
138
C41H68N4O23S2 | the OMol25 dataset | ωB97M-V with the def2-TZVPD basis set
S -5.790 0.686 4.427
S 4.455 -1.327 0.338
O 3.787 0.054 0.259
O -0.417 4.039 -3.885
O 2.664 -3.933 -4.152
O -5.789 -0.312 -2.966
O -1.046 0.919 0.769
O -5.524 -0.787 4.155
O -7.950 -0.300 -3.551
O 4.536 1.051 3.592
O -0.519 3.256 -1.735
O 1.319 -5.059 -2.793
O 1.976 1.537 -4.083
O 1.503 4.649 0.600
O 3.399 2.789 -2.864
O -1.429 -1.092 -0.096
O -0.027 5.487 -2.248
O 4.564 -1.037 4.098
O 2.765 3.454 -4.966
O 3.688 4.591 0.507
O 6.215 0.302 4.865
O -3.192 0.057 0.852
O 0.940 -2.839 -2.919
O -7.210 -0.006 -1.411
O 2.516 6.196 -0.772
N 0.160 0.178 3.782
N 1.336 -3.667 2.057
N -3.736 3.087 -5.257
N -4.011 3.405 0.303
C 3.002 1.740 -2.073
C -2.968 3.766 0.632
C 1.414 -4.820 2.152
C -1.488 4.531 2.586
C -5.933 0.229 -0.755
C -1.357 3.341 3.576
C 2.673 2.691 -4.044
C 3.230 -0.864 3.568
C 3.208 -5.208 -4.035
C -2.001 -0.071 0.535
C 1.543 -3.838 -3.332
C 3.541 -2.415 -0.817
C 3.387 -6.514 0.668
C -0.473 -0.510 4.490
C 0.174 0.497 0.210
C -2.791 2.414 -5.303
C -1.246 -1.383 5.381
C -0.037 5.130 -4.608
C -0.039 -0.973 -0.132
C -7.050 -0.172 -2.746
C -2.213 -2.361 4.705
C 1.890 -7.018 1.050
C -7.629 0.785 4.716
C -1.500 -3.407 3.832
C -1.998 -0.032 -5.045
C -1.603 4.199 1.069
C 1.891 3.694 1.578
C 5.995 -1.352 -0.658
C -1.660 1.498 -5.319
C 0.362 6.082 -3.440
C 3.338 3.429 1.220
C -4.936 -0.060 -1.888
C 2.427 0.766 -3.027
C -0.391 4.214 -2.546
C 2.531 5.219 0.021
C 3.214 0.618 3.169
C -0.828 -0.827 -4.457
C -5.684 1.514 2.824
C 5.215 0.071 4.199
C 2.136 -6.028 -3.434
C 1.462 -6.252 2.308
H 4.091 -5.141 -3.399
H -1.292 3.764 4.579
H 0.289 -1.649 0.658
H 3.474 -5.691 -4.975
H -0.637 5.211 2.627
H 0.112 -0.364 -4.756
H -0.962 1.958 -4.620
H -1.777 -0.641 5.976
H 4.125 -6.811 1.413
H 2.961 0.704 2.113
H 2.523 -6.744 -2.709
H -2.919 -1.771 4.119
H 1.284 2.791 1.508
H -0.068 7.078 -3.539
H -2.868 -2.725 5.496
H -4.637 1.758 2.642
H -6.059 0.874 2.026
H -2.337 -0.430 -6.001
H -4.348 -0.960 -1.710
H -7.788 0.305 5.682
H -0.840 5.627 -5.151
H 1.604 0.217 -2.569
H 3.463 2.532 0.614
H -5.761 1.253 -0.423
H 5.898 -1.037 -1.698
H 1.437 6.257 -3.402
H 3.738 -6.988 -0.248
H 3.351 -2.031 -1.819
H 2.510 2.121 -1.177
H 2.552 1.196 3.814
H -0.839 -1.880 -4.741
H 3.851 -3.448 -0.976
H -1.183 1.569 -6.296
H -4.388 0.846 -2.145
H 1.175 -6.855 0.243
H 0.374 0.999 -0.737
H 3.643 -5.462 0.549
H 6.560 -2.283 -0.678
H 1.051 0.533 0.856
H 1.850 -8.082 1.286
H -5.803 -0.517 0.029
H 0.784 5.022 -5.317
H 2.137 -6.525 3.119
H 0.562 -6.686 2.744
H -2.234 -4.086 3.398
H 2.536 -1.071 4.382
H -0.949 3.362 0.824
H 6.700 -0.616 -0.271
H -2.175 2.622 3.546
H 3.848 1.221 -1.624
H -0.618 -3.802 4.336
H 3.114 -0.013 -3.358
H -2.323 5.099 2.994
H 3.011 -1.569 2.766
H -8.234 0.256 3.979
H -0.636 -1.942 6.091
H 1.907 4.067 2.602
H -6.137 2.488 3.008
H 3.749 3.311 2.222
H -0.849 -0.876 -3.368
H 0.228 -1.354 -1.117
H 1.524 -6.640 -4.096
H -2.921 -0.188 -4.488
H -0.509 2.680 3.393
H -1.377 5.074 0.459
H 2.584 -2.593 -0.326
H -1.008 -2.787 3.082
H -8.112 1.756 4.822
```

These are the Löwdin partial charges, in e, on atoms 1 to 2:
1. S 0.828
2. S 0.914



[2]
This record from the OMol25 dataset describes a structure of composition C39H28IN5PRuSe. The level of theory is ωB97M-V with the def2-TZVPD basis set.

- charge = +2
- spin multiplicity = 2
- energy above the lowest of the compared OMol25 structures with the same formula, charge and spin (eV) = 0.769
- orbital gap (alpha / beta) (eV) = 6.9 / 6.3

Structure (XYZ):
```
76
C39H28IN5PRuSe | the OMol25 dataset | ωB97M-V with the def2-TZVPD basis set
I -0.961 0.131 -2.527
Ru 0.052 -0.331 -0.024
Se -1.355 0.976 3.207
P 1.774 -1.256 -1.254
N 1.506 -0.157 1.440
N -2.684 -1.165 0.320
N -3.033 0.557 3.470
N 2.067 0.952 1.592
N -1.280 0.148 1.627
C -0.368 -3.680 -5.397
C -4.752 -0.727 2.258
C -0.160 2.697 -0.686
C 0.327 -3.289 -0.269
C -1.621 -3.249 -5.085
C 5.476 0.046 -0.019
C 1.074 -5.345 0.711
C 0.485 1.630 -0.076
C 0.347 3.988 -0.563
C 0.633 -2.188 -3.716
C 2.392 -4.962 0.498
C -0.685 -1.699 -3.513
C 2.092 3.229 0.882
C -3.887 -1.648 0.189
C 2.073 -3.559 -5.147
C 3.339 -0.390 -1.032
C -4.953 -1.447 1.130
C -2.475 -0.407 1.431
C 3.474 0.772 -1.796
C 3.119 -1.143 3.013
C 0.775 -3.154 -4.746
C 4.606 1.559 -1.675
C -3.448 -0.170 2.448
C 4.344 -0.748 -0.138
C 3.181 -3.034 -4.556
C 2.560 -3.184 4.160
C 1.330 -3.213 3.519
C 1.581 1.936 0.753
C 1.654 -2.887 -0.465
C 0.992 -2.216 2.618
C 2.687 -3.743 -0.093
C 1.800 -1.774 -3.005
C 3.452 -2.146 3.905
C 3.038 -2.171 -3.453
C 5.609 1.194 -0.785
C -1.780 -2.200 -4.155
C 1.887 -1.187 2.366
C 0.037 -4.512 0.319
C 1.485 4.257 0.194
H 1.861 5.267 0.269
H -0.992 -4.817 0.458
H 2.823 -3.964 4.861
H 0.858 -6.302 1.167
H 6.259 -0.238 0.672
H 2.164 -4.279 -5.950
H 0.029 -2.245 2.122
H 4.707 2.454 -2.274
H 0.629 -4.012 3.721
H -2.489 -3.654 -5.586
H 3.797 -0.327 2.810
H 3.718 -3.483 -0.284
H 2.938 3.393 1.537
H 2.694 1.060 -2.494
H -0.225 -4.429 -6.166
H 6.497 1.805 -0.692
H 3.198 -5.626 0.783
H -5.916 -1.893 0.926
H -2.759 -1.768 -3.996
H -5.529 -0.572 2.994
H -1.068 2.560 -1.261
H 4.246 -1.625 0.484
H 4.170 -3.315 -4.889
H 3.931 -1.860 -2.926
H 4.409 -2.116 4.408
H -0.163 4.800 -1.066
H -0.503 -2.676 -0.625
H -4.075 -2.245 -0.697
```

These are the Löwdin partial charges, in e, on atoms 1 to 2:
1. I 1.315
2. Ru 0.819



[3]
This record from the OMol25 dataset describes an isolated molecule of C6H12O. The level of theory is ωB97M-V with the def2-TZVPD basis set.

- energy above the lowest of the compared OMol25 structures with the same formula, charge and spin (eV) = 0.365
- orbital gap (eV) = 10.7
- SMILES = C[C@H]1CO[C@@H](C)C1

Structure (XYZ):
```
19
C6H12O | the OMol25 dataset | ωB97M-V with the def2-TZVPD basis set
O 0.735 -0.944 -1.010
C -1.063 -0.315 0.443
C -0.669 -1.090 -0.827
C 1.304 -0.327 0.144
C 0.185 0.549 0.703
C 2.550 0.395 -0.330
C -2.338 0.496 0.212
H 3.053 0.941 0.475
H 1.573 -1.081 0.901
H 3.245 -0.329 -0.766
H 2.258 1.097 -1.116
H 0.345 0.778 1.763
H -0.921 -2.160 -0.777
H -2.577 1.158 1.052
H -3.199 -0.162 0.046
H -1.176 -0.644 -1.697
H -1.204 -0.981 1.308
H -2.212 1.115 -0.685
H 0.111 1.505 0.162
```

These are the Löwdin partial charges, in e, on atoms 1 to 2:
1. O -0.110
2. C -0.344



no.,calculated total energy (hartree),strongest force on any atom (eV/Å),molar mass (g/mol)
1,-4348.8436,5.229,1049.13
2,-4911.5786,1.074,904.60
3,-311.0459,0.419,100.16